Formula: C50H132N6O26
Source: the Open Molecules 2025 dataset
Level of theory: ωB97M-V/def2-TZVPD

Cartesian coordinates (Å):
C (1.34750, 2.04898, 6.09967)
C (0.78264, 1.41871, 4.84421)
O (1.70389, 0.41095, 4.46180)
O (2.65524, 2.50908, 5.96600)
H (1.38520, 1.33455, 6.92205)
H (0.75412, 2.83730, 6.56287)
H (0.74121, 2.11748, 4.00868)
H (-0.23258, 1.03423, 4.94218)
H (2.58583, 0.64543, 4.75980)
H (2.70522, 3.01729, 5.15309)
C (-4.61748, 1.98661, 3.16532)
C (-3.10340, 2.09207, 3.02206)
O (-2.84349, 1.86120, 1.66912)
O (-5.05130, 2.38374, 4.46151)
H (-4.85239, 0.93681, 2.98981)
H (-5.24850, 2.61252, 2.53434)
H (-2.59540, 1.44328, 3.73558)
H (-2.73971, 3.09684, 3.23713)
H (-2.32587, 2.56425, 1.26989)
H (-4.59141, 1.92277, 5.16693)
C (-0.99375, 2.36973, -5.16598)
C (-0.01129, 3.54663, -5.06289)
O (-0.46068, 4.40229, -4.02526)
O (-1.06990, 1.72550, -3.93935)
H (-0.58655, 1.62641, -5.85137)
H (-1.96034, 2.67508, -5.56671)
H (0.01908, 3.98998, -6.05819)
H (0.98494, 3.21635, -4.76874)
H (-0.66569, 3.72172, -3.37997)
H (-1.63901, 0.95251, -3.95379)
C (5.91656, 1.09956, 0.21418)
C (4.99503, 1.32790, 1.45409)
O (4.38012, 0.10154, 1.88645)
O (6.99296, 0.20573, 0.52280)
H (6.29283, 2.02211, -0.22791)
H (5.28817, 0.66478, -0.56311)
H (4.22741, 2.09923, 1.39151)
H (5.59148, 1.76999, 2.25215)
H (3.63691, -0.08710, 1.30883)
H (7.57533, 0.63756, 1.15206)
C (-1.76813, 5.14470, 0.37140)
C (-2.93803, 4.92244, -0.59448)
O (-3.28138, 6.10805, -1.24129)
O (-1.01877, 3.89456, 0.54241)
H (-2.05679, 5.50277, 1.35961)
H (-1.04086, 5.80811, -0.09664)
H (-3.76531, 4.48527, -0.03537)
H (-2.63498, 4.24166, -1.38997)
H (-4.08558, 5.91603, -1.72913)
H (-0.56068, 3.61335, -0.25299)
C (2.34695, 5.00896, -1.67304)
C (3.11231, 4.22696, -0.62734)
O (3.90089, 3.24152, -1.19884)
O (3.20693, 5.73178, -2.48761)
H (1.70702, 5.78452, -1.25222)
H (1.78075, 4.42322, -2.39720)
H (2.28644, 3.88176, -0.00533)
H (3.72295, 4.91144, -0.03853)
H (4.64176, 3.66726, -1.63639)
H (2.65695, 6.17357, -3.13871)
C (0.00945, 0.88919, -0.58212)
C (1.11414, 0.87570, 0.53003)
O (2.36907, 0.83267, -0.05308)
O (0.05975, 2.04272, -1.37626)
H (-0.98377, 0.83976, -0.13584)
H (-0.04300, 0.07443, -1.30428)
H (0.95882, 0.03371, 1.20458)
H (0.99389, 1.79496, 1.10327)
H (2.50723, 1.61991, -0.58484)
H (-0.19904, 1.75875, -2.25602)
C (-9.07621, -5.32980, -1.59013)
O (-8.65047, -5.75381, -0.31258)
C (-7.37192, -6.40182, -0.29797)
C (-6.19675, -5.37706, -0.04771)
N (-5.67515, -4.70859, -1.26566)
C (-4.37747, -4.16236, -0.99915)
C (-4.18742, -3.30674, 0.27532)
O (-2.91986, -2.67569, 0.17502)
C (-2.65064, -1.63556, 1.21721)
H (-9.98023, -4.72780, -1.49826)
H (-9.32325, -6.13792, -2.27861)
H (-8.32288, -4.66242, -2.00871)
H (-7.15225, -6.97899, -1.19615)
H (-7.40188, -7.11987, 0.52154)
H (-5.45049, -5.98189, 0.46745)
H (-6.55943, -4.68379, 0.71119)
H (-5.63704, -5.17609, -2.16013)
H (-4.11969, -3.56884, -1.87630)
H (-3.58372, -4.90929, -1.01133)
H (-4.14695, -3.98558, 1.12717)
H (-4.92806, -2.51460, 0.38516)
H (-2.45569, -2.02776, 2.21535)
H (-3.46571, -0.92886, 1.37324)
H (-1.84287, -0.96980, 0.91330)
C (3.41859, 1.09716, -3.92008)
O (3.38215, 0.14124, -5.02321)
C (2.09130, -0.40556, -5.32647)
C (2.16275, -1.54558, -6.43373)
N (0.77747, -1.94334, -6.84066)
C (0.91484, -3.14997, -7.66530)
C (-0.39161, -3.85420, -7.91673)
O (-0.58534, -4.64876, -6.78420)
C (-1.69803, -5.55976, -6.91648)
H (4.36063, 1.64504, -3.94186)
H (3.42424, 0.58909, -2.95574)
H (2.57965, 1.79048, -3.97981)
H (1.37250, 0.35036, -5.64270)
H (1.74288, -0.90451, -4.42218)
H (2.62459, -2.36443, -5.88209)
H (2.82838, -1.21654, -7.23170)
H (0.22512, -2.15037, -6.02081)
H (1.57023, -3.86189, -7.16356)
H (1.32486, -2.79681, -8.61149)
H (-0.23489, -4.50384, -8.77784)
H (-1.21289, -3.21170, -8.23420)
H (-1.98239, -6.14528, -6.04219)
H (-1.35528, -6.25537, -7.68247)
H (-2.53123, -5.04943, -7.39965)
C (5.95222, 5.80248, 4.27135)
O (4.51848, 5.90687, 4.07824)
C (4.06184, 4.75910, 3.38795)
C (2.63820, 4.94982, 2.80976)
N (1.59433, 4.97239, 3.83589)
C (0.28055, 4.84663, 3.23050)
C (-0.85911, 5.22979, 4.20215)
O (-0.69379, 6.52523, 4.68715)
C (-1.53708, 7.47788, 4.14098)
H (6.46372, 5.85837, 3.31044)
H (6.12929, 4.89306, 4.84555)
H (6.19289, 6.60361, 4.97019)
H (4.01875, 3.90651, 4.06568)
H (4.75850, 4.49577, 2.59207)
H (2.53037, 4.04581, 2.21041)
H (2.49521, 5.78966, 2.12981)
H (1.63448, 5.90162, 4.22963)
H (0.14743, 3.82554, 2.87307)
H (0.28577, 5.56662, 2.41215)
H (-0.80866, 4.52503, 5.03214)
H (-1.76953, 4.99409, 3.65108)
H (-1.58833, 7.45828, 3.05236)
H (-1.49951, 8.53233, 4.41453)
H (-2.54991, 7.25862, 4.47893)
C (4.99621, -3.30795, 2.06356)
O (5.55195, -4.03126, 0.95859)
C (6.38025, -3.20855, 0.12920)
C (5.58789, -2.36592, -0.87028)
N (4.83350, -3.29597, -1.69210)
C (3.81934, -2.54148, -2.38569)
C (2.52858, -2.14953, -1.50691)
O (1.90664, -3.32595, -1.02956)
C (0.64693, -3.07535, -0.44405)
H (4.19415, -2.61469, 1.81019)
H (5.76721, -2.78866, 2.63274)
H (4.39057, -3.97742, 2.67439)
H (7.16482, -3.81937, -0.31739)
H (7.09529, -2.57776, 0.65733)
H (6.15604, -1.72880, -1.54805)
H (5.03373, -1.74431, -0.16699)
H (4.28793, -3.81448, -1.01860)
H (3.40575, -3.17985, -3.16641)
H (4.15703, -1.69160, -2.97879)
H (1.89951, -1.53382, -2.14977)
H (2.83421, -1.51972, -0.67144)
H (0.32563, -4.06859, -0.13046)
H (-0.10188, -2.78498, -1.18098)
H (0.77230, -2.42806, 0.42394)
C (-5.59139, 1.52858, -1.79979)
O (-4.85007, 0.55946, -2.56151)
C (-3.61721, 0.08883, -1.91060)
C (-3.02191, -1.02909, -2.76584)
N (-2.72706, -0.36390, -4.03993)
C (-2.18285, -1.10268, -5.13419)
C (-2.89751, -0.55535, -6.46218)
O (-4.31862, -0.60006, -6.39251)
C (-4.89777, -1.91706, -6.38576)
H (-4.94431, 2.32198, -1.42577)
H (-6.14199, 1.16627, -0.93165)
H (-6.24018, 2.05378, -2.50076)
H (-3.94653, -0.31128, -0.95166)
H (-2.89017, 0.85697, -1.64700)
H (-3.75120, -1.80867, -2.98599)
H (-2.10325, -1.43963, -2.34677)
H (-3.52073, 0.17774, -4.35112)
H (-2.17186, -2.19099, -5.07454)
H (-1.11047, -0.93931, -5.02748)
H (-2.63264, -1.08084, -7.37967)
H (-2.63433, 0.49807, -6.55783)
H (-4.46872, -2.62978, -5.68146)
H (-4.86677, -2.36043, -7.38104)
H (-5.94977, -1.79921, -6.12594)
C (1.93390, -3.84922, 10.29844)
O (2.20136, -2.99196, 9.19027)
C (1.41339, -3.23893, 8.01381)
C (1.79669, -2.19705, 6.97324)
N (1.16833, -2.19584, 5.68400)
C (1.78068, -3.17414, 4.78639)
C (1.01547, -3.17178, 3.44541)
O (-0.41947, -3.48724, 3.44069)
C (-0.77225, -4.75102, 4.01527)
H (2.61580, -3.58018, 11.10512)
H (2.20921, -4.88889, 10.12125)
H (0.89105, -3.77734, 10.60729)
H (0.34522, -3.12535, 8.19880)
H (1.67897, -4.22038, 7.62096)
H (2.87426, -2.03448, 6.95055)
H (1.55903, -1.22826, 7.41263)
H (1.29382, -1.34006, 5.16246)
H (1.67516, -4.15277, 5.25464)
H (2.81314, -2.86257, 4.62806)
H (1.43787, -3.93407, 2.79074)
H (1.19606, -2.24204, 2.90591)
H (-0.12687, -5.58288, 3.73314)
H (-1.78449, -5.04774, 3.74064)
H (-0.65318, -4.71260, 5.09805)

Computed properties:
Multiplicity: 2
ΔE to the lowest compared entry with this formula, charge and spin in kcal per mole: 0.00
LUMO (spin up / spin down) in eV: -3.2 / -8.1
M in g/mol: 1233.622
Net charge: +1
Highest occupied orbital energy (spin up / spin down) in eV: -9.82 / -9.82

Formula: C50H137N9O14
Source: the Open Molecules 2025 dataset
Level of theory: ωB97M-V/def2-TZVPD

Cartesian coordinates (Å):
C (-0.76721, 3.36311, 2.88951)
C (-2.06145, 4.30865, 2.87630)
C (-2.49938, 4.45885, 1.40473)
O (-1.37047, 5.07772, 0.72710)
C (-1.58787, 5.21567, -0.68070)
N (-3.03298, 3.77637, 3.69842)
H (-0.15536, 3.64054, 3.76951)
H (-0.04275, 3.48213, 2.05316)
H (-1.11929, 2.35020, 2.96688)
H (-1.71897, 5.27594, 3.28852)
H (-3.39626, 5.06003, 1.42667)
H (-2.64283, 3.44038, 1.04757)
H (-1.85419, 4.19248, -1.02122)
H (-0.73599, 5.68555, -1.10667)
H (-2.40588, 5.90553, -0.87068)
H (-3.38274, 2.82159, 3.48562)
H (-3.75079, 4.39812, 4.03177)
C (-6.67147, 6.17303, 0.73137)
C (-6.84370, 5.61130, -0.69961)
C (-5.76989, 4.62114, -1.13107)
O (-5.99139, 4.14342, -2.49933)
C (-5.04733, 3.24538, -2.95896)
N (-8.19763, 5.10676, -0.79844)
H (-5.65570, 6.54352, 0.79292)
H (-6.71562, 5.30023, 1.40086)
H (-7.43392, 6.81291, 1.10276)
H (-6.82227, 6.49759, -1.36426)
H (-5.48515, 3.85720, -0.43852)
H (-4.80026, 5.23827, -1.20571)
H (-5.29806, 3.13427, -3.96538)
H (-5.00385, 2.26514, -2.43316)
H (-4.04171, 3.70757, -2.82116)
H (-8.26540, 4.65823, -1.72517)
H (-8.41982, 4.32174, -0.19018)
C (4.23735, 5.37846, -0.22225)
C (2.73592, 5.16148, -0.12028)
C (2.32424, 3.88525, -0.72757)
O (2.54584, 3.96695, -2.11418)
C (2.40830, 2.74406, -2.73048)
N (2.33342, 5.31992, 1.31329)
H (4.66459, 5.16842, -1.17265)
H (4.83077, 4.70801, 0.38668)
H (4.43800, 6.43244, -0.04129)
H (2.22195, 5.99187, -0.71325)
H (1.24210, 3.66477, -0.60615)
H (2.89315, 3.06171, -0.32071)
H (1.43221, 2.34326, -2.54477)
H (3.13038, 2.06009, -2.37271)
H (2.52378, 2.93980, -3.78944)
H (2.57174, 4.46374, 1.82373)
H (1.30596, 5.26162, 1.37983)
C (-2.60460, -1.70151, -3.74303)
C (-1.61006, -2.80799, -3.40511)
C (-0.96507, -3.40145, -4.66127)
O (-1.83660, -3.79594, -5.69568)
C (-2.72923, -4.79620, -5.44010)
N (-0.41206, -2.38651, -2.66559)
H (-3.50614, -2.19314, -4.16809)
H (-2.22774, -1.01153, -4.48562)
H (-2.77290, -1.06846, -2.85720)
H (-2.09588, -3.58185, -2.75385)
H (-0.25807, -4.12710, -4.26956)
H (-0.39981, -2.60799, -5.19084)
H (-3.27965, -5.02996, -6.38594)
H (-3.54035, -4.47314, -4.82562)
H (-2.29276, -5.75926, -5.12049)
H (0.05268, -1.69026, -3.25533)
H (-0.72318, -1.83416, -1.85787)
C (4.87369, 3.38130, 3.45388)
C (4.17651, 2.22591, 2.65685)
C (4.59100, 0.81479, 3.10371)
O (4.43057, 0.62438, 4.51293)
C (5.11466, -0.53755, 4.98503)
N (2.75523, 2.50985, 2.54304)
H (4.46302, 4.30718, 3.06631)
H (5.87694, 3.45454, 3.14710)
H (4.77681, 3.46865, 4.55158)
H (4.61408, 2.35424, 1.65524)
H (5.57826, 0.70320, 2.70478)
H (3.82949, 0.20094, 2.54799)
H (5.31893, -0.31244, 6.08515)
H (6.04671, -0.66949, 4.44725)
H (4.51062, -1.41118, 4.82016)
H (2.33120, 2.61124, 3.45959)
H (2.37429, 1.68339, 2.12504)
C (1.36873, -0.52060, -0.31809)
C (0.42887, 0.13182, 0.64754)
C (-1.00840, -0.24237, 0.45666)
O (-1.57163, -0.11557, -0.82394)
C (-1.75807, 1.21877, -1.22727)
N (0.82750, -0.06592, 2.08320)
H (1.40986, -1.62555, -0.16602)
H (2.35974, -0.17206, -0.09691)
H (1.01376, -0.27009, -1.36211)
H (0.45996, 1.25566, 0.47384)
H (-1.62110, 0.30019, 1.25069)
H (-1.14417, -1.30672, 0.74620)
H (-0.83084, 1.78527, -1.19754)
H (-2.49692, 1.65808, -0.56704)
H (-2.14037, 1.31185, -2.24782)
H (0.12660, 0.43709, 2.58581)
H (0.69418, -1.02841, 2.33426)
C (5.21901, 0.43676, -0.42809)
C (6.48494, 0.20759, -1.19277)
C (6.77411, 1.52615, -1.94862)
O (5.85252, 1.69109, -2.99120)
C (6.06479, 2.90953, -3.71514)
N (7.57868, -0.21016, -0.32619)
H (4.88769, -0.51822, 0.03545)
H (4.51877, 0.84861, -1.16550)
H (5.34627, 1.20907, 0.37283)
H (6.40488, -0.54624, -2.00281)
H (7.75285, 1.43480, -2.36473)
H (6.69414, 2.45215, -1.31623)
H (6.10792, 3.76413, -3.02972)
H (5.19020, 2.96875, -4.34244)
H (7.02185, 2.90992, -4.25830)
H (8.44323, -0.28748, -0.79868)
H (7.35392, -1.06254, 0.17475)
C (-4.36826, -6.56858, -1.78999)
C (-5.00775, -5.73967, -0.64357)
C (-4.20616, -4.49938, -0.33824)
O (-2.85617, -4.76427, -0.02495)
C (-2.12538, -3.60041, 0.19523)
N (-6.31598, -5.22029, -1.00340)
H (-4.21895, -5.96289, -2.68653)
H (-5.14057, -7.27972, -2.10132)
H (-3.41860, -7.07566, -1.40586)
H (-5.03430, -6.35667, 0.30049)
H (-4.65981, -4.01904, 0.55254)
H (-4.18533, -3.82353, -1.21395)
H (-1.84071, -3.11729, -0.71205)
H (-1.21909, -3.77316, 0.73515)
H (-2.68546, -2.89934, 0.83040)
H (-6.91334, -5.99903, -1.20282)
H (-6.71555, -4.74853, -0.17067)
C (0.04638, -0.55150, 7.07973)
C (-0.63440, -0.89376, 5.82844)
C (-1.99485, -1.60102, 6.15792)
O (-2.79732, -1.89707, 5.09329)
C (-2.48823, -3.18932, 4.58374)
N (-0.92302, 0.36449, 5.08266)
H (0.06632, -1.40029, 7.75468)
H (-0.58604, 0.17107, 7.66793)
H (1.03211, -0.07057, 7.00158)
H (-0.05726, -1.48025, 5.16376)
H (-2.59766, -0.93143, 6.78803)
H (-1.83409, -2.52312, 6.76849)
H (-2.70387, -4.02802, 5.23917)
H (-1.40751, -3.28642, 4.33220)
H (-3.03126, -3.38762, 3.66246)
H (-1.63926, 0.89160, 5.61566)
H (-1.38949, 0.13315, 4.23359)
C (0.74710, 1.70794, -6.02162)
C (0.24045, 0.30274, -5.87143)
O (0.24234, -0.18199, -4.53837)
H (0.08236, 2.38774, -5.43919)
H (0.81774, 1.99906, -7.06658)
H (1.72267, 1.83153, -5.51649)
H (0.80186, -0.41041, -6.57473)
H (-0.84488, 0.33800, -6.14388)
H (1.23568, -0.21375, -4.28172)
C (2.07313, -5.59851, -2.72151)
C (1.36634, -5.40326, -1.42977)
C (1.80476, -6.08399, -0.15692)
O (1.44069, -3.97910, -1.06296)
H (1.82063, -6.53023, -3.20215)
H (3.18210, -5.62476, -2.69632)
H (1.83368, -4.71745, -3.40376)
H (0.27057, -5.59444, -1.55464)
H (1.89068, -7.15528, -0.26612)
H (1.08058, -5.91416, 0.62887)
H (2.77920, -5.74462, 0.12463)
H (0.88392, -3.43944, -1.60476)
C (4.54145, -1.94636, -5.07795)
C (3.39947, -1.59351, -4.13527)
C (3.69160, -2.18674, -2.75110)
O (3.18424, -0.20230, -4.08399)
H (5.46349, -1.52455, -4.66755)
H (4.50971, -1.64719, -6.10680)
H (4.69841, -3.02858, -5.08616)
H (2.49003, -2.06978, -4.50841)
H (4.06066, -3.17632, -2.85744)
H (2.74942, -2.18801, -2.17703)
H (4.54054, -1.50156, -2.38587)
H (3.99812, 0.28322, -3.76163)
C (3.26063, -3.00693, 1.58227)
C (2.08388, -3.52099, 2.36653)
C (1.95856, -2.77623, 3.68925)
O (0.90970, -3.51638, 1.62965)
H (3.12388, -1.92090, 1.51235)
H (3.32552, -3.38234, 0.50814)
H (4.16193, -3.26672, 2.01966)
H (2.25235, -4.61199, 2.52681)
H (2.03638, -1.71720, 3.53985)
H (2.74531, -3.08666, 4.39066)
H (1.01793, -3.06289, 4.05082)
H (1.14416, -3.49801, 0.66107)
C (-5.77059, 0.27774, 4.45185)
C (-5.11421, -0.03060, 3.12871)
C (-5.62039, 0.75897, 1.93974)
O (-3.64730, 0.11671, 3.26402)
H (-6.83955, 0.22703, 4.27933)
H (-5.60036, 1.32815, 4.75141)
H (-5.45362, -0.38609, 5.28328)
H (-5.25413, -1.15585, 3.01033)
H (-5.24791, 0.48135, 0.95249)
H (-5.42031, 1.80900, 2.17547)
H (-6.70984, 0.59727, 1.88831)
H (-3.41606, -0.59299, 3.85312)

Computed properties:
ΔE to the lowest compared entry with this formula, charge and spin in kcal per mole: 0.00
LUMO in eV: 0.5
M in g/mol: 1088.695
Highest occupied orbital energy in eV: -8.54